[1]
Formula: C11H19N4O4S
Source: the Open Molecules 2025 dataset
Level of theory: ωB97M-V/def2-TZVPD

* LUMO energy: 3.0142 eV
* structure (SMILES): CNC(=O)[C@@H](CCC(N)=O)NC(=O)[C@H](C[S-])NC(C)=O
* ΔE to the lowest compared entry with this formula, charge and spin: 2.435 eV
* total charge: -1
* orbital gap: 7.853 eV

The geometry in XYZ format:
```
39
Properties=species:S:1:pos:R:3:nbo_charge:R:1
C -0.53753 3.46825 0.70548 -0.421
N 0.00188 2.27760 0.09088 -0.658
C 1.15864 2.09207 -0.58839 0.668
O 1.86862 3.06624 -0.81707 -0.675
C 1.49307 0.67902 -1.11372 -0.138
C 2.75690 0.14860 -0.36834 -0.397
C 2.47869 -0.50323 0.88603 -0.514
C 2.49087 0.51592 2.03259 0.658
N 1.43416 0.65872 2.77918 -0.814
O 3.31758 1.40244 2.24688 -0.659
N 0.29129 -0.22881 -1.14722 -0.656
C -0.84805 0.13923 -1.71901 0.674
O -0.98648 1.15872 -2.42420 -0.648
C -2.08781 -0.57354 -1.26677 -0.147
C -2.76117 0.21895 -0.11006 -0.471
S -1.66883 0.04252 1.44570 -0.663
N -1.91111 -1.85892 -0.67052 -0.680
C -1.50901 -2.93828 -1.29105 0.685
C -1.44644 -4.19769 -0.45502 -0.704
O -1.17966 -2.99649 -2.38316 -0.624
H -0.22825 3.38273 1.74302 0.189
H -1.65660 3.26749 0.81241 0.214
H -0.13571 4.41021 0.23892 0.230
H -0.41794 1.38832 0.25162 0.423
H 1.95217 0.85506 -2.13048 0.249
H 3.58135 0.94184 -0.31068 0.270
H 3.44582 -0.54356 -0.99115 0.203
H 1.54286 -1.15872 0.81855 0.216
H 3.27638 -1.16396 0.96505 0.235
H 0.46358 0.34850 2.47970 0.421
H 1.40361 1.40987 3.53737 0.402
H 0.08610 -0.74493 -0.27486 0.431
H -2.87136 -0.70540 -2.09227 0.220
H -2.87042 1.20418 -0.44692 0.210
H -3.74846 -0.24475 -0.17691 0.198
H -2.03253 -1.73105 0.39247 0.433
H -1.05296 -3.98318 0.51436 0.208
H -2.34379 -4.67571 -0.25379 0.215
H -0.74948 -4.82825 -0.90860 0.217
```

---

[2]
Formula: C11H19NO2P
Source: the Open Molecules 2025 dataset
Level of theory: ωB97M-V/def2-TZVPD

* LUMO energy (alpha / beta): 2.8500 / 2.0161 eV
* expectation value of S²: 2.013
* 2S+1: 3
* total charge: -1
* orbital gap (alpha / beta): 3.914 / 5.629 eV

The geometry in XYZ format:
```
34
Properties=species:S:1:pos:R:3:lowdin_spin:R:1
C 2.62822 -1.17266 0.57475 0.127
C 4.97464 0.65647 -0.17814 0.023
C -1.59442 1.05935 -1.31251 0.018
C -2.71626 0.05276 -1.25806 0.003
C -1.59390 2.23998 -0.29355 0.005
C -2.21857 -1.32661 -0.83517 0.038
C -2.05949 1.73732 1.08274 0.018
C -1.91191 -1.41038 0.67582 0.094
C -0.94297 0.82969 1.66500 0.105
C -0.73759 -0.54437 1.12133 0.666
C 4.48935 -0.88530 -0.74740 0.022
N 3.13522 -1.16863 -0.59452 0.172
O 4.47229 0.87576 0.87473 0.017
O 5.84956 1.21054 -0.82737 0.013
P 0.67947 -1.27250 0.40998 0.442
H 2.88949 -0.84480 1.59710 0.015
H -0.60352 0.41379 -1.30746 0.013
H -1.48783 1.40377 -2.36461 0.003
H -3.59070 0.52270 -0.72592 0.001
H -3.21102 -0.18420 -2.16274 0.001
H -0.72129 2.76547 -0.05600 0.003
H -2.24040 2.88925 -0.76284 0.001
H -3.01239 -2.15659 -0.89285 0.003
H -1.24308 -1.68428 -1.21713 0.001
H -2.06141 2.72676 1.59604 0.001
H -2.93427 1.15275 1.22394 0.002
H -2.85688 -1.30852 1.33973 0.014
H -1.71772 -2.40684 0.98637 0.021
H -0.00372 1.51751 1.61295 0.016
H -1.05142 0.64183 2.70071 0.033
H 5.19624 -1.44958 0.05302 0.009
H 4.93735 -0.94622 -1.69239 0.000
H 0.91580 -1.23084 -0.97811 0.045
H 0.34315 -2.70335 0.69257 0.056
```

---

[3]
Formula: C11H19O2Si
Source: the Open Molecules 2025 dataset
Level of theory: ωB97M-V/def2-TZVPD

* LUMO energy: 3.3251 eV
* ΔE to the lowest compared entry with this formula, charge and spin: 0.924 eV
* total charge: -1
* orbital gap: 4.658 eV

The geometry in XYZ format:
```
33
Properties=species:S:1:pos:R:3:nbo_charge:R:1
C 0.68377 -0.89981 0.45575 -0.022
C 0.05042 -1.24771 -0.63879 -0.043
C 3.41945 -0.01459 -0.85336 1.052
C 0.45429 0.24549 -0.46623 -0.888
C 1.05111 -2.92060 1.69962 -0.605
C -0.50675 -1.87853 -2.93936 -0.608
C -2.37533 1.64108 1.33957 -1.077
C -1.28777 3.04674 -1.08413 -1.062
C 0.29010 2.72941 1.34008 -1.095
C 1.12866 -1.35296 1.75836 -0.454
C -0.60789 -2.28376 -1.48008 -0.440
O 3.27830 -0.65672 -1.81386 -0.539
O 3.69605 0.58344 0.10812 -0.546
Si -0.69036 1.58772 0.14189 1.471
H 0.14153 -3.11930 1.07467 0.215
H 1.02553 -3.30259 2.69134 0.192
H 1.89137 -3.28173 1.04371 0.201
H -1.03856 -2.51357 -3.58088 0.186
H 0.57060 -1.81557 -3.09135 0.214
H -0.90094 -0.91378 -3.27370 0.217
H -3.37378 1.70191 0.81927 0.197
H -2.49286 0.67799 2.06263 0.188
H -2.24349 2.47754 1.91648 0.190
H -0.77242 3.00431 -2.08855 0.211
H -2.28060 3.23531 -1.26410 0.201
H -0.96463 3.94581 -0.60571 0.203
H -0.26038 3.62347 1.40668 0.199
H 0.38009 2.42043 2.38446 0.206
H 1.31559 2.90278 0.92913 0.223
H 2.12594 -0.90953 1.94768 0.214
H 0.31974 -1.03193 2.44608 0.211
H -0.35035 -3.37983 -1.16244 0.199
H -1.67643 -2.30093 -1.22299 0.191
```

---

[4]
Formula: C11H20BF6N2OPPt
Source: the Open Molecules 2025 dataset
Level of theory: ωB97M-V/def2-TZVPD

* LUMO energy (alpha / beta): -4.2101 / -6.0441 eV
* expectation value of S²: 0.753
* 2S+1: 2
* ΔE to the lowest compared entry with this formula, charge and spin: 0.000 eV
* total charge: +1
* orbital gap (alpha / beta): 8.724 / 6.867 eV

The geometry in XYZ format:
```
43
Properties=species:S:1:pos:R:3:lowdin_spin:R:1
Pt 0.12049 1.39643 0.22701 0.701
C 0.54522 -1.73909 1.68687 0.018
N 1.39150 -2.33352 0.60928 0.000
C 0.90498 -3.70134 0.26003 0.000
C 1.55078 -1.42662 -0.60557 0.010
C 0.26097 -1.11301 -1.30855 0.013
C -0.18310 -1.98467 -2.30676 0.001
C -1.35937 -1.75694 -2.99828 0.002
C -2.11983 -0.63462 -2.70809 0.001
C -1.69268 0.26247 -1.73919 0.002
C -0.50927 0.02579 -1.06427 0.019
H 0.57576 -2.39568 2.55280 0.001
H -0.47820 -1.66155 1.32790 0.001
H 0.94942 -0.76426 1.95543 0.011
H 2.33350 -2.43364 0.98889 0.000
H -0.11475 -3.61911 -0.10471 0.000
H 0.92972 -4.31450 1.15689 0.000
H 1.55112 -4.12616 -0.50383 0.000
H 2.22325 -1.95939 -1.27656 0.000
H 2.06898 -0.54260 -0.24110 0.005
H 0.42269 -2.84808 -2.55742 0.000
H -1.67676 -2.44812 -3.76664 0.000
H -3.04408 -0.44715 -3.23758 0.000
H -2.28291 1.14157 -1.51806 0.001
F 1.92687 1.77196 -0.66505 0.010
P 3.00498 2.59164 0.60252 0.001
F 1.55445 2.85668 1.40734 0.002
F 2.99213 1.13480 1.29293 0.005
F 3.82312 3.26281 1.73335 0.000
F 4.20586 2.19085 -0.31231 0.000
F 2.71515 3.91137 -0.21152 0.000
B -3.15977 -0.82333 2.35598 0.000
C -2.20274 0.24110 1.75814 0.004
N -1.49128 1.00391 1.24511 0.025
H -2.90460 -1.80259 1.67302 -0.001
H -2.85723 -0.97719 3.51216 0.000
H -4.28445 -0.43530 2.18455 0.000
C -1.23721 4.22103 -0.00266 0.008
O -0.48942 3.26704 -0.80949 0.148
H -1.54751 5.04072 -0.64581 0.005
H -0.62529 4.58326 0.82104 0.000
H -2.10653 3.69116 0.37342 0.001
H 0.31602 3.69386 -1.14120 0.002
```

---

no.,DFT total energy (eV)
1,-36702.488
2,-26582.488
3,-23684.289
4,-46272.286